1.
The following is a quantum chemistry calculation of a cluster of 11 separate species, C49H68N11O in total, from the OMol25 dataset.

Each line ends with the Mulliken charge.
Cartesian coordinates (Å):
C  -58.70121  -6.04981  -15.75026  -0.9575
C  -57.55783  -7.08177  -15.94089  1.0001
C  -56.26816  -6.14032  -15.95548  0.3491
C  -54.90969  -6.84237  -15.29020  1.9913
C  -55.19403  -7.62908  -14.11081  -5.4969
C  -56.43586  -8.51032  -14.04578  2.6991
N  -57.59345  -7.89918  -14.79665  1.5298
O  -58.70918  -8.48644  -14.59701  -0.4795
C  -56.85104  -8.70246  -12.65191  -2.2834
C  -55.98211  -9.91205  -14.67804  -0.9596
C  -57.57401  -7.83934  -17.23594  -0.5683
H  -59.80395  -6.57333  -15.91859  0.1785
H  -58.62032  -5.25419  -16.58697  -0.5157
H  -58.74857  -5.49548  -14.81024  0.1219
H  -56.44476  -5.50706  -15.27140  0.6403
H  -55.84287  -5.54164  -16.94557  -1.7018
H  -53.99381  -6.16099  -15.17244  -0.4783
H  -54.72579  -7.60537  -16.02374  -0.7228
H  -55.33743  -6.83009  -13.21390  0.1732
H  -54.43763  -7.87080  -13.79129  3.4898
H  -56.06411  -8.93303  -11.99980  0.4423
H  -57.38206  -9.46432  -12.69208  1.1063
H  -57.49198  -7.73487  -12.22432  0.0188
H  -56.69807  -10.54741  -14.97345  -0.6539
H  -55.25700  -10.46824  -14.29742  1.2353
H  -55.49229  -9.81548  -15.59503  -0.3963
H  -58.59715  -8.59147  -17.23876  -0.3798
H  -56.68776  -8.44940  -17.29843  -0.6366
H  -57.67854  -7.12328  -18.03396  0.8612
N  -53.89218  -2.74092  -12.09073  -0.1083
C  -54.72965  -1.68240  -12.39267  -0.5773
C  -54.93897  -1.75616  -13.89844  -0.5125
C  -54.36219  -2.93867  -14.39792  0.2252
C  -53.58693  -3.58701  -13.14913  -0.9696
H  -53.56784  -2.68527  -11.06810  0.3175
H  -55.15836  -0.89908  -11.82750  0.4137
H  -55.82724  -1.03997  -14.34241  0.1478
H  -54.31270  -3.21204  -15.36900  0.9702
H  -52.85268  -4.45955  -13.12788  0.0504
N  -51.59938  -11.31159  -10.03469  -0.1156
C  -51.24894  -11.10741  -11.40347  -0.6889
C  -52.47978  -11.23719  -12.26122  -0.0850
C  -53.59792  -11.74088  -11.26263  -0.4410
C  -53.02942  -11.56165  -9.91044  -0.4425
H  -51.08238  -11.11816  -9.08596  0.2864
H  -50.21228  -11.07444  -11.63317  0.4313
H  -52.55080  -11.03956  -13.33474  0.4340
H  -54.62746  -12.18559  -11.41862  0.3340
H  -53.41585  -11.98469  -8.97473  0.3426
N  -57.83272  -13.19108  -15.15118  -0.0015
C  -58.45390  -12.83262  -13.91042  -0.8775
C  -59.38742  -11.70617  -14.26125  -0.2276
C  -59.16601  -11.35200  -15.65939  -0.0950
C  -58.07873  -12.39624  -16.18727  -1.0808
H  -57.30227  -14.18212  -15.12758  0.3521
H  -58.47482  -13.50208  -13.09093  0.5047
H  -60.12791  -11.13914  -13.70749  0.4637
H  -59.76558  -10.63013  -16.21695  0.4764
H  -57.69008  -12.64803  -17.19719  0.4737
N  -58.63474  -1.11314  -15.89288  0.0501
C  -58.57224  -2.51524  -16.23648  -0.7978
C  -57.49960  -2.67557  -17.20842  -0.6933
C  -56.77314  -1.34859  -17.31978  -0.7549
C  -57.68627  -0.37094  -16.47938  -0.8726
H  -59.41550  -0.70729  -15.34807  0.2690
H  -59.40167  -3.17664  -15.83328  0.4647
H  -57.22965  -3.54736  -17.41634  1.4759
H  -56.00428  -1.19058  -18.19253  0.2929
H  -57.87477  0.56740  -16.26255  0.6076
N  -61.41325  -5.36182  -16.48055  0.0009
C  -60.78598  -5.64210  -17.68165  -0.5353
C  -60.61996  -7.21415  -17.73259  -0.0345
C  -61.15893  -7.78370  -16.46741  -0.6599
C  -61.71553  -6.51806  -15.70361  -0.4191
H  -61.58486  -4.28142  -16.23587  0.3419
H  -60.44750  -4.87263  -18.40480  0.4222
H  -60.19229  -7.55575  -18.73309  0.4307
H  -61.43517  -8.68745  -16.20764  0.9818
H  -62.01055  -6.17018  -14.67215  0.3507
N  -52.94027  -3.36539  -18.59080  0.0394
C  -52.09198  -4.09331  -19.47897  -0.5444
C  -52.83331  -5.36321  -19.77807  -0.6807
C  -54.07932  -5.42606  -18.98032  1.3046
C  -54.16879  -4.08148  -18.24077  -0.8838
H  -52.97562  -2.37600  -18.57131  0.3207
H  -50.88778  -3.85617  -19.69034  0.2580
H  -52.22706  -6.18905  -20.28312  0.2427
H  -54.91940  -6.22081  -18.83573  -0.3543
H  -54.95551  -3.86287  -17.58841  0.1352
N  -56.69570  -4.14284  -12.21060  0.0096
C  -57.76632  -3.65527  -12.82886  0.2221
C  -59.04159  -4.13813  -12.09838  -0.5565
C  -58.48255  -5.23663  -11.13681  -0.6285
C  -56.97246  -5.13858  -11.23991  -0.6590
H  -55.83390  -3.66923  -12.35275  0.5442
H  -57.58791  -2.77330  -13.58848  0.0983
H  -60.19013  -3.83863  -12.27209  0.2884
H  -59.31892  -5.77254  -10.47928  0.2812
H  -56.22447  -5.68014  -10.63972  0.4660
N  -53.27694  -12.43007  -18.39009  0.1757
C  -53.60819  -12.12459  -17.02885  -0.6213
C  -52.95455  -10.81083  -16.58492  0.1114
C  -52.11620  -10.52451  -17.81244  -0.1868
C  -52.38898  -11.53377  -18.92957  -0.5553
H  -53.48981  -13.27778  -18.85791  0.2468
H  -54.31704  -12.83380  -16.56901  0.4612
H  -52.87654  -10.39125  -15.57279  0.2167
H  -51.27513  -9.74477  -17.74270  0.4152
H  -52.06827  -11.60594  -19.94649  0.4166
N  -54.70609  -9.79175  -18.62915  -0.4109
C  -56.05519  -9.93416  -18.54827  -1.3629
C  -56.63176  -8.88934  -19.55444  0.0922
C  -55.43117  -8.16143  -20.10756  -0.7802
C  -54.23953  -8.84195  -19.45768  -0.0162
H  -54.13677  -10.45188  -18.16994  1.0987
H  -56.68347  -10.63333  -18.00452  0.1734
H  -57.81328  -8.86760  -19.77962  0.3038
H  -55.38966  -7.47029  -21.04195  0.3004
H  -53.11080  -8.74361  -19.71010  0.3197
N  -51.72697  -5.42674  -16.74490  0.0884
C  -51.24904  -4.52629  -15.71489  -0.7346
C  -51.03593  -5.42268  -14.48355  -1.0830
C  -51.50293  -6.82395  -14.95479  -0.2318
C  -51.83845  -6.73678  -16.45441  -0.8792
H  -51.85951  -5.26257  -17.69265  0.4628
H  -50.99593  -3.62276  -15.86888  0.7555
H  -50.77344  -5.03464  -13.49670  0.6026
H  -51.29627  -7.77498  -14.31254  0.3708
H  -52.13263  -7.47147  -17.11542  0.8184

Summary:
**Total charge**: +1
**ΔE to the lowest compared entry with this formula, charge and spin**: 541.0 kJ/mol
**LUMO**: -5.04 eV

---

2.
The following is a quantum chemistry calculation of a cluster of 6 separate species, C49H69BCl2FIN8O6P in total, from the OMol25 dataset.

Each line ends with the Mulliken charge.
Cartesian coordinates (Å):
C  -3.23399  -7.64967  -0.43924  -1.5987
C  -4.35329  -6.75104  0.11577  0.2046
C  -4.70678  -5.55313  -0.78331  -1.5257
C  -4.71417  -4.17712  -0.10944  -0.1912
C  -5.68120  -4.32578  1.09608  -1.9516
C  -3.36302  -3.44548  0.17740  2.4345
C  -2.40202  -3.86437  -0.94676  0.1636
Cl  -1.02837  -4.88274  -0.58571  -0.0782
C  -2.53267  -3.61454  -2.24989  0.2345
C  -3.61643  -2.87243  -2.95284  -1.4067
Cl  -1.37802  -4.16370  -3.40932  -0.1773
C  -3.74979  -1.87663  0.29670  -3.0887
N  -4.25085  -1.13763  -0.81798  -0.0016
C  -2.66665  -1.24528  1.21719  -0.0734
B  -2.77879  0.34283  1.53858  0.6173
C  -3.16787  1.44684  0.48881  -1.1775
O  -2.46073  0.78870  2.80956  -0.5276
P  -1.11597  -1.17723  0.21577  -0.3115
O  -0.19036  -2.27148  0.43843  -0.5931
O  -1.40939  -1.02532  -1.32869  -0.3750
O  -0.40189  0.19955  0.58956  -0.1844
N  -2.66302  -2.18872  2.37295  1.6109
C  -1.56720  -1.98616  3.40584  -1.0216
C  -0.20254  -1.39651  3.08345  -0.1893
C  0.15457  -0.20603  4.01063  -1.5586
C  0.87469  0.87208  3.23925  -0.7371
N  2.04307  0.34146  2.53763  0.0032
C  2.74707  1.40682  1.86247  -0.2237
C  2.66668  1.42478  0.36708  0.0571
O  3.34396  2.24860  2.48932  -0.5727
C  -3.90956  -1.95008  3.17167  -0.4046
C  -4.19010  -2.78907  4.40506  -0.4154
O  -5.20984  -3.46143  4.50454  -0.4767
F  -3.37040  -2.66735  5.45729  -0.2315
C  -2.85647  -3.58273  1.67488  1.6419
C  -2.09937  -4.84825  2.18305  -1.5101
I  0.00813  -4.84519  2.49811  0.3144
C  -2.84596  -5.54934  3.36888  0.2203
C  -2.16172  -5.65094  4.73024  -2.0477
H  -2.50144  -7.12147  -1.02816  0.3055
H  -3.67434  -8.45186  -1.00787  0.4300
H  -2.72130  -8.11053  0.39480  0.3299
H  -4.09263  -6.46395  1.12596  -0.2292
H  -5.22081  -7.38404  0.21713  0.5947
H  -4.18925  -5.63902  -1.72962  0.4925
H  -5.74352  -5.71203  -1.04973  0.6499
H  -5.29065  -3.46809  -0.68728  0.4843
H  -5.26504  -4.86969  1.93426  0.4651
H  -6.58049  -4.82434  0.77055  0.4748
H  -5.99661  -3.36326  1.48912  0.4526
H  -3.37757  -1.82670  -2.96874  0.2204
H  -3.58213  -3.14732  -3.99824  0.6114
H  -4.63058  -3.07037  -2.65537  0.1832
H  -4.69097  -2.00681  0.80929  1.2531
H  -3.64102  -0.46408  -1.25268  0.3576
H  -5.11350  -0.67076  -0.60731  0.3244
H  -4.23522  1.59039  0.35907  0.4483
H  -2.69994  1.24755  -0.46725  0.2995
H  -2.75721  2.39263  0.80930  0.3431
H  -3.26773  1.15369  3.18890  0.3251
H  -0.68916  -0.56152  -1.77267  0.2720
H  0.50693  -0.02322  0.84216  0.3907
H  -1.43888  -2.90713  3.94839  0.1247
H  -1.93187  -1.32804  4.17033  0.7422
H  0.56351  -2.11536  3.30476  0.8920
H  0.03751  -1.04853  2.09494  -0.6853
H  -0.72837  0.28731  4.40241  0.4858
H  0.79904  -0.52673  4.81933  0.4109
H  0.21602  1.34580  2.51867  0.2172
H  1.20522  1.63440  3.94267  0.5320
H  2.64764  -0.15373  3.17867  0.3078
H  1.70758  1.85758  0.10014  -0.6340
H  2.71457  0.40767  0.00553  0.3455
H  3.48018  2.02877  0.01177  0.7212
H  -3.96137  -0.92845  3.51994  1.0665
H  -4.81324  -2.05835  2.59820  0.6905
H  -3.79728  -3.84838  2.12110  -1.5457
H  -2.26272  -5.53001  1.37222  0.8671
H  -2.95079  -6.58771  3.08237  0.6978
H  -3.86660  -5.20358  3.47062  0.0035
H  -2.93763  -5.95198  5.42835  0.4965
H  -1.76652  -4.72131  5.11376  0.2991
H  -1.44627  -6.44874  4.75861  0.4720
N  2.02945  2.10018  6.52969  -0.2699
C  1.35489  2.08224  7.67783  -0.0057
C  1.53010  3.01422  8.68795  -0.6672
C  2.46121  4.02202  8.49614  -0.1220
C  3.17264  4.05623  7.30890  -0.6936
C  2.91940  3.07638  6.36080  -0.0992
H  0.63804  1.27494  7.78760  0.3611
H  0.95260  2.95119  9.59976  0.3538
H  2.62924  4.76917  9.26081  0.3745
H  3.90857  4.82469  7.11909  0.3654
H  3.45077  3.06547  5.41483  0.4166
N  2.22736  2.72362  -1.68541  -0.0136
C  2.50506  3.83154  -2.36911  -0.5389
C  1.55658  4.79002  -2.69683  -0.8430
C  0.24728  4.58674  -2.29703  -0.7229
C  -0.05907  3.43642  -1.58425  -0.8291
C  0.96491  2.54453  -1.30609  0.6871
H  3.54169  3.95034  -2.66491  0.5348
H  1.83750  5.67353  -3.25269  0.4513
H  -0.51621  5.31134  -2.53779  0.7294
H  -1.06958  3.23662  -1.25083  0.3182
H  0.77444  1.63597  -0.74860  0.4055
N  4.81761  1.18648  -2.27554  -0.1376
C  5.96448  0.97011  -2.91564  -0.3681
C  6.08702  0.95683  -4.29612  -0.4153
C  4.95300  1.17727  -5.05678  -0.2766
C  3.74860  1.40288  -4.41006  -0.9514
C  3.73491  1.39848  -3.02448  -0.4962
H  6.82822  0.80002  -2.28238  0.4123
H  7.04652  0.78037  -4.75939  0.3955
H  5.00583  1.17468  -6.13811  0.3938
H  2.83781  1.57945  -4.96615  0.4474
H  2.81237  1.57525  -2.48013  0.9541
N  8.19532  3.52744  -4.81087  -0.3294
C  9.02662  4.12134  -3.95814  -0.1598
C  10.28722  4.58275  -4.30609  -0.4868
C  10.71000  4.41480  -5.61388  -0.1560
C  9.85927  3.79737  -6.51538  -0.5666
C  8.61820  3.37593  -6.06348  -0.0687
H  8.65658  4.23002  -2.94432  0.3576
H  10.91903  5.06037  -3.57028  0.3538
H  11.68717  4.75981  -5.92596  0.3696
H  10.14938  3.64554  -7.54574  0.3503
H  7.91929  2.89042  -6.73723  0.3514
N  -0.91157  6.25260  -4.64943  -0.2933
C  -0.50971  7.36594  -5.26041  -0.1961
C  -0.52797  7.53834  -6.63566  -0.5579
C  -0.98626  6.49500  -7.42202  -0.1058
C  -1.40666  5.32874  -6.80446  -0.6538
C  -1.34982  5.26132  -5.42181  -0.0370
H  -0.15614  8.15644  -4.60753  0.3870
H  -0.19137  8.46600  -7.07652  0.3624
H  -1.01543  6.58898  -8.49962  0.3771
H  -1.77068  4.48978  -7.38086  0.3639
H  -1.67099  4.36682  -4.89683  0.3507

Summary:
**Total charge**: +1
**LUMO**: -2.88 eV

---

Number 1: total energy -2584.03971 Eh. Number 2: total energy -4481.81179 Eh.